Record 1
ORCA calculation (the ωB97M-V functional and the def2-TZVPD basis) on the ion C5H10N3O2 with charge +1 in a non-equilibrium geometry.

Structure (XYZ):
```
20
Properties=species:S:1:pos:R:3:nbo_charge:R:1
O -2.05 1.58 0.75 -0.752
O 1.01 1.96 0.32 -0.688
N 2.15 0.40 -1.14 -0.679
N -0.42 0.33 1.52 -0.590
N -2.27 -0.55 0.27 -0.429
C 1.04 0.62 -0.16 0.240
C -1.55 -1.46 -0.16 0.156
C -1.85 0.37 1.28 0.369
C -0.09 -1.53 -0.06 -0.544
C 0.41 -0.33 0.65 0.206
H -2.35 1.75 -0.20 0.532
H -2.12 -2.13 -1.02 0.215
H -2.51 0.09 2.18 0.207
H 2.51 -0.49 -1.29 0.447
H 0.14 2.27 0.34 0.500
H -0.16 1.36 1.48 0.401
H 0.00 -2.57 0.41 0.273
H 1.89 0.79 -2.03 0.443
H 2.90 1.01 -0.78 0.456
H 0.24 -1.58 -1.08 0.236
```

relative energy (zero: lowest compared OMol25 entry of this formula, charge and spin) = 435.9 kJ/mol
DFT total energy = -510.875845 a.u.
largest force on an atom = 5.61 eV/Å
SMILES string = [NH3+]/C(O)=C1\CC=N[C@H](O)N1
net charge = +1

***

Record 2
ORCA calculation (the ωB97M-V functional and the def2-TZVPD basis) on a cluster of 2 separate species, C5H10N3O3 in total in a non-equilibrium geometry.

Structure (XYZ):
```
21
Properties=species:S:1:pos:R:3:nbo_charge:R:1
O -1.65 -1.49 -2.19 -0.690
O 3.91 -1.11 1.03 -0.548
O 3.48 -2.16 -0.81 -0.629
N 0.65 -2.45 -1.26 -0.818
N 4.32 -1.73 0.04 0.254
N -1.05 -0.81 -1.26 -0.021
C -1.74 0.37 -0.56 -0.227
C 0.33 0.62 0.87 -0.396
C 0.20 -1.30 -0.74 0.418
C -1.19 0.69 0.81 -0.407
C 0.95 -0.74 0.43 -0.495
H 0.82 0.93 1.78 0.214
H -1.57 1.27 -1.22 0.170
H -1.56 1.69 1.19 0.212
H 1.65 -2.62 -1.04 0.449
H 0.87 -1.41 1.29 0.216
H -2.84 0.35 -0.45 0.204
H -1.64 -0.25 1.34 0.189
H 0.13 -2.85 -2.07 0.426
H 1.98 -0.76 0.18 0.293
H 0.57 1.38 0.08 0.186
```

relative energy (zero: lowest compared OMol25 entry of this formula, charge and spin) = 94.4 kJ/mol
DFT total energy = -586.402180 a.u.
largest force on an atom = 5.43 eV/Å
net charge = -1

***

Record 3
ORCA calculation (the ωB97M-V functional and the def2-TZVPD basis) on a cluster of 2 separate species, C5H10N3O3 in total in a non-equilibrium geometry.

Structure (XYZ):
```
21
Properties=species:S:1:pos:R:3:nbo_charge:R:1
O 3.23 -0.87 -0.57 -0.713
O 1.42 -1.68 0.50 -0.764
O -2.77 -0.50 -0.94 -0.721
N 1.79 0.54 0.66 -0.260
N 1.37 1.48 -0.08 -0.256
N -0.72 -1.04 -0.35 -0.848
C -2.01 -1.12 -0.15 0.653
C 2.19 -0.76 0.10 0.824
C 1.18 1.46 -1.45 -0.224
C -2.41 -2.22 0.90 -0.699
C 0.63 2.61 0.62 -0.416
H -1.96 -3.13 0.45 0.222
H -3.50 -2.28 0.87 0.210
H 0.83 3.61 0.27 0.184
H 0.86 2.33 -1.90 0.162
H -0.24 -0.31 -1.07 0.375
H -2.11 -2.08 1.88 0.215
H -0.47 2.37 0.62 0.192
H 0.92 2.58 1.61 0.211
H 1.64 0.65 -2.03 0.205
H 0.13 -1.63 0.05 0.448
```

expectation value of S² = 2.0076
multiplicity = 3
relative energy (zero: lowest compared OMol25 entry of this formula, charge and spin) = 0.0 kJ/mol
DFT total energy = -586.413664 a.u.
largest force on an atom = 6.01 eV/Å
net charge = -1

***

Record 4
ORCA calculation (the ωB97M-V functional and the def2-TZVPD basis) on the ion C5H10N3S with charge +1 in a non-equilibrium geometry.

Structure (XYZ):
```
19
Properties=species:S:1:pos:R:3:nbo_charge:R:1
S 0.48 -1.36 1.01 0.269
N -1.31 -1.19 -0.81 -0.452
N 0.16 1.06 -0.56 -0.427
N 0.80 -1.05 -1.60 -0.666
C -2.21 0.87 0.15 -0.597
C -2.34 -0.50 -0.48 0.204
C 0.00 -0.59 -0.53 0.166
C 1.51 -0.18 1.85 -0.776
C -0.98 1.63 -0.27 0.161
H 2.40 -0.13 1.18 0.222
H -0.91 2.68 -0.43 0.232
H 1.94 -0.69 2.78 0.285
H 0.98 0.82 1.82 0.252
H -3.14 1.54 0.11 0.278
H 1.65 -0.55 -1.65 0.446
H -2.07 0.67 1.27 0.291
H 1.02 -2.00 -1.50 0.448
H -3.30 -0.83 -0.78 0.224
H 0.44 -1.01 -2.50 0.440
```

relative energy (zero: lowest compared OMol25 entry of this formula, charge and spin) = 165.5 kJ/mol
DFT total energy = -758.658554 a.u.
largest force on an atom = 4.74 eV/Å
SMILES string = CSC1([NH3+])N=CCC=N1
net charge = +1